[1]
Entry from OMol25: a cluster of 2 separate species, C24H31NO5 in total (ωB97M-V/def2-TZVPD).

Values from the calculation:
E_LUMO   -0.5 eV
Max |F|   2.36 eV/A
SMILES string   COc1ccc(C=C2C(=O)OC(C)(C)OC2=O)cc1.C1=C(N2CCCC2)CCCC1
DFT total energy   -37116.352 eV
Highest occupied orbital energy   -0.25829 Eh
Frontier orbital gap   6.5 eV

ORCA input file:
```
! wB97M-V def2-TZVPD RIJCOSX def2/J DEFGRID3
* xyz 0 1
C -3.3391 0.1801 2.9001
C -2.8737 -1.0820 2.1699
C -1.3860 -1.3908 2.3890
C -0.4851 -0.1844 2.5902
N 0.8275 -0.4573 2.6882
C 1.4519 -1.7693 2.5234
C 2.9641 -1.4969 2.5167
C 3.1671 0.0000 2.7567
C 1.7651 0.6312 2.7890
C -0.9540 1.1420 2.8208
C -2.4056 1.3672 2.6131
H -4.3520 0.4574 2.5820
H -3.3791 0.0130 3.9883
H -3.4678 -1.9336 2.5174
H -3.0861 -0.9703 1.0968
H -1.3022 -2.0491 3.2762
H -1.0327 -1.9910 1.5351
H 1.1680 -2.4660 3.3340
H 1.1300 -2.2457 1.5816
H 3.4548 -2.0909 3.2879
H 3.3766 -1.7873 1.5486
H 3.6505 0.1934 3.7197
H 3.7464 0.4905 1.9673
H 1.6363 1.3072 1.9342
H 1.6067 1.2397 3.6940
H -0.5122 1.6409 3.7198
H -2.5305 1.6224 1.5513
H -2.7288 2.2354 3.1925
C -5.3258 7.2237 3.1845
O -4.2581 6.7766 4.0569
C -3.2405 6.0527 3.4969
C -2.4524 5.2779 4.3701
C -1.6012 4.3327 3.8478
C -1.4202 4.1751 2.4454
C -0.4164 3.1789 2.0093
C 0.0697 3.1614 0.6933
C 1.5243 3.1281 0.5039
O 2.3340 3.3951 1.3764
O 1.9926 2.6072 -0.6769
C 1.1308 2.7699 -1.8262
C 0.9853 4.2367 -2.1890
C 1.7990 1.9366 -2.9232
O -0.1611 2.2045 -1.5320
C -0.7821 2.6690 -0.3904
O -1.9928 2.5554 -0.3012
C -2.1848 4.9967 1.5828
C -3.0248 5.9760 2.1024
H -6.0803 7.6556 3.8426
H -4.9743 7.9859 2.4723
H -5.7425 6.3685 2.6334
H -2.5516 5.4385 5.4418
H -1.0536 3.6691 4.5311
H 0.4143 3.1267 2.7150
H 0.6070 4.8228 -1.3440
H 1.9663 4.6183 -2.4861
H 0.2972 4.3275 -3.0373
H 1.8894 0.8988 -2.5783
H 1.2192 1.9647 -3.8494
H 2.8026 2.3407 -3.0978
H -2.1648 4.8472 0.5000
H -3.5471 6.6753 1.4523
*
```

Results of the Löwdin charge analysis, in e, for atoms 1 through 5: atom 1 (C): -0.186, atom 2 (C): -0.190, atom 3 (C): -0.111, atom 4 (C): -0.154, atom 5 (N): -0.058



[2]
Entry from OMol25: a structure of composition C47H46Cl3FeN5OSSi (ωB97M-V/def2-TZVPD).

Values from the calculation:
E_LUMO (spin up / spin down)   -2.6 / -3.2 eV
Max |F|   0.91 eV/A
<S²>   8.763
DFT total energy   -149642.617 eV
Highest occupied orbital energy (spin up / spin down)   -0.37988 / -0.38539 Eh
Frontier orbital gap (spin up / spin down)   7.8 / 7.3 eV

ORCA input file:
```
! wB97M-V def2-TZVPD RIJCOSX def2/J DEFGRID3
* xyz 1 6
Fe 0.4546 -0.0211 0.1694
C -0.2668 1.8485 -0.3569
Si 1.1953 2.8404 0.1982
C 1.7671 1.9567 1.7674
N 1.9229 0.4733 1.5947
C 1.6519 -0.2660 2.8586
C 2.6886 0.0335 3.9357
C 4.1204 0.0173 3.3557
C 4.1449 -0.6658 1.9902
C 3.2616 0.0885 1.0046
C 2.5327 2.8232 -1.0959
C 2.2354 2.5818 -2.4417
C 3.2259 2.6315 -3.4173
C 4.5334 2.9297 -3.0616
C 4.8491 3.1892 -1.7317
C 3.8569 3.1392 -0.7636
C 0.8270 4.5780 0.7519
C -0.1114 4.8062 1.7672
C -0.4146 6.0945 2.1847
C 0.2164 7.1804 1.5892
C 1.1464 6.9756 0.5800
C 1.4482 5.6836 0.1631
H -0.3884 1.7187 -1.4354
H -1.2148 2.1280 0.0998
H 0.9693 2.1212 2.5015
H 2.6716 2.4203 2.1815
H 1.6344 -1.3280 2.6186
H 0.6506 -0.0027 3.1993
H 2.5782 -0.7194 4.7197
H 2.4767 0.9983 4.3985
H 4.8016 -0.4842 4.0421
H 4.4924 1.0402 3.2405
H 3.8194 -1.7077 2.0826
H 5.1570 -0.6888 1.5822
H 3.1160 -0.5030 0.1006
H 3.7636 1.0041 0.7027
H 1.2154 2.3627 -2.7420
H 2.9742 2.4460 -4.4548
H 5.3061 2.9722 -3.8198
H 5.8666 3.4359 -1.4527
H 4.1188 3.3678 0.2674
H -0.6212 3.9682 2.2406
H -1.1416 6.2532 2.9717
H -0.0213 8.1868 1.9107
H 1.6375 7.8220 0.1151
H 2.1755 5.5366 -0.6300
C -3.2553 -0.6881 4.3166
C -3.0046 0.2715 3.3454
C -2.1670 -0.0083 2.2762
C -1.5458 -1.2522 2.1584
C -1.8072 -2.2195 3.1332
C -2.6519 -1.9307 4.1986
N -0.6168 -1.4177 1.1030
N -0.2694 -2.7011 0.7581
C 1.4998 -2.5671 -0.8055
C 2.2857 -3.4179 -1.5670
C 2.6991 -3.0023 -2.8287
C 2.2910 -1.7766 -3.3305
C 1.4919 -0.9444 -2.5504
C 1.0913 -1.3133 -1.2676
H -3.9144 -0.4723 5.1480
H -3.4821 1.2426 3.4080
H -1.9981 0.7307 1.5048
H -1.3328 -3.1949 3.0930
H -2.8339 -2.6926 4.9482
H 2.5821 -4.3899 -1.1893
H 3.3279 -3.6519 -3.4245
H 2.6010 -1.4649 -4.3207
H 1.1885 0.0150 -2.9563
Cl 2.0619 -5.8269 -5.5250
C 0.8973 -5.7846 -4.2440
C 1.0423 -6.6253 -3.1553
C 0.0817 -6.6011 -2.1589
C -1.0311 -5.7662 -2.2216
C -2.1526 -5.8465 -1.2035
C -1.6727 -5.9931 0.2420
N -0.7046 -4.9397 0.5867
C 0.6058 -5.2016 1.0274
C 1.4857 -4.2088 1.0578
N 1.1156 -2.9315 0.5409
C -1.1079 -3.6703 0.5676
O -3.1201 -6.8134 -1.5423
C -3.0367 -8.1378 -1.0317
C -1.7923 -8.8950 -1.3834
C -1.3714 -9.1573 -2.6495
Cl -2.1191 -8.6420 -4.0976
S 0.0798 -10.0586 -2.6922
C 0.1493 -10.1178 -0.9852
C -0.8999 -9.4611 -0.4210
C -1.1153 -4.9051 -3.3178
Cl -2.4253 -3.7680 -3.4806
C -0.1654 -4.9057 -4.3261
H 1.8843 -7.3034 -3.0981
H 0.2001 -7.2824 -1.3197
H -2.7163 -4.9175 -1.2566
H -1.1987 -6.9588 0.4108
H -2.5295 -5.9086 0.9100
H 0.8058 -6.1991 1.3944
H 2.4895 -4.3208 1.4468
H -2.1653 -3.4383 0.4980
H -3.9074 -8.6298 -1.4598
H -3.1600 -8.1432 0.0545
H 0.9488 -10.6521 -0.4922
H -1.0599 -9.4030 0.6505
H -0.2609 -4.2324 -5.1664
*
```

Results of the Löwdin charge analysis, in e, for atoms 1 through 5: atom 1 (Fe): 0.947, atom 2 (C): -0.250, atom 3 (Si): 0.584, atom 4 (C): -0.205, atom 5 (N): -0.256



[3]
Entry from OMol25: a structure of composition C41H46CuP2 (ωB97M-V/def2-TZVPD).

Values from the calculation:
E_LUMO (spin up / spin down)   0.3 / 0.3 eV
Max |F|   2.17 eV/A
<S²>   0.758
DFT total energy   -106475.948 eV
Highest occupied orbital energy (spin up / spin down)   -0.17513 / -0.26427 Eh
Frontier orbital gap (spin up / spin down)   5.1 / 7.5 eV

ORCA input file:
```
! wB97M-V def2-TZVPD RIJCOSX def2/J DEFGRID3
* xyz 0 2
Cu -1.6330 0.7102 0.6420
C 4.8931 -2.9516 -0.2072
C 5.0327 -1.6424 0.0391
C 5.7119 -0.6439 -0.8549
C 5.6722 -0.9283 -2.3747
C 4.3131 -1.2071 -2.9562
C 3.7098 -2.4007 -3.0463
C 4.2688 -3.7153 -2.6037
C 5.3090 -3.6920 -1.4541
C -4.1607 1.1082 -0.7097
H 4.4792 -3.6095 0.5723
H 4.7518 -1.2549 1.0264
H 6.7742 -0.5417 -0.5703
H 5.2545 0.3387 -0.6730
H 6.0415 -0.0135 -2.8654
H 6.3946 -1.7159 -2.6158
H 3.8314 -0.3237 -3.3921
H 2.7677 -2.4852 -3.5933
H 4.7445 -4.2361 -3.4522
H 3.4331 -4.3553 -2.2883
H 5.4596 -4.7431 -1.1525
H 6.2757 -3.3419 -1.8374
H -4.6382 0.1207 -0.7964
H -3.3735 1.2201 -1.4699
H -4.9286 1.8669 -0.9437
P 0.3443 0.3254 1.5798
P -0.7240 0.3540 -1.3407
C 1.5048 0.1432 0.1889
C 1.0578 0.3194 -1.0897
C 1.1241 1.5972 2.6275
C 2.5100 1.8331 2.6241
C 3.0488 2.7967 3.4842
C 2.2196 3.5339 4.3315
C 0.8348 3.3134 4.3131
C 0.2798 2.3661 3.4521
C 0.5546 -1.2676 2.4831
C -0.0476 -2.4188 1.9331
C 0.0808 -3.6514 2.5768
C 0.8207 -3.7554 3.7627
C 1.4432 -2.6214 4.2937
C 1.3058 -1.3768 3.6671
C -0.9862 1.6648 -2.5655
C -0.8759 3.0044 -2.1371
C -1.0418 4.0296 -3.0669
C -1.3127 3.7243 -4.4096
C -1.3948 2.3918 -4.8290
C -1.2359 1.3518 -3.9104
C -1.1442 -1.2140 -2.1356
C -2.4398 -1.7523 -2.0168
C -2.7678 -2.8851 -2.7588
C -1.7914 -3.5326 -3.5274
C -0.4829 -3.0345 -3.5760
C -0.1502 -1.8803 -2.8683
H 2.5335 -0.1433 0.4256
H 1.6887 0.4231 -1.9816
H 3.1707 1.2772 1.9555
H 4.1259 2.9688 3.4976
H 2.6406 4.2772 5.0124
H 0.1798 3.8802 4.9693
H -0.8012 2.1962 3.4071
H -0.6082 -2.3386 0.9951
H -0.4007 -4.5302 2.1465
H 0.9107 -4.7233 4.2612
H 2.0389 -2.7076 5.2032
H 1.7884 -0.4979 4.0975
H -0.6547 3.2198 -1.0836
H -0.9622 5.0657 -2.7342
H -1.4450 4.5352 -5.1291
H -1.5835 2.1530 -5.8738
H -1.3010 0.3084 -4.2239
H -3.1727 -1.2772 -1.3600
H -3.7885 -3.2609 -2.7338
H -2.0490 -4.4283 -4.0938
H 0.2859 -3.5289 -4.1705
H 0.8726 -1.4921 -2.8773
C -5.9546 3.2841 1.5133
C -5.3934 2.1753 2.4034
C -5.2608 2.7419 3.8077
C -6.3714 1.0108 2.5200
C -4.1088 1.6935 1.7565
C -3.5676 1.2732 0.6823
H -6.9268 3.6211 1.9038
H -6.0855 2.9335 0.4851
H -5.2539 4.1278 1.5127
H -6.2564 3.0760 4.1289
H -4.9239 2.0054 4.5348
H -4.6025 3.6068 3.8540
H -6.5410 0.5163 1.5637
H -6.0000 0.2679 3.2289
H -7.3408 1.3685 2.8872
*
```

Results of the Löwdin charge analysis, in e, for atoms 1 through 5: atom 1 (Cu): 0.091, atom 2 (C): -0.099, atom 3 (C): -0.127, atom 4 (C): -0.190, atom 5 (C): -0.203



[4]
Entry from OMol25: an isolated molecule of C3H5N3 (ωB97M-V/def2-TZVPD).

Values from the calculation:
E_LUMO   0.9 eV
Max |F|   0.35 eV/A
SMILES string   [H]/N=C1\CN=CN1
DFT total energy   -7662.062 eV
Highest occupied orbital energy   -0.33420 Eh
Frontier orbital gap   10.0 eV

ORCA input file:
```
! wB97M-V def2-TZVPD RIJCOSX def2/J DEFGRID3
* xyz 0 1
N -1.3019 1.5662 0.1304
C -0.4639 0.6175 0.0548
C -0.6448 -0.8852 -0.0112
N 0.6869 -1.4696 -0.1996
C 1.4931 -0.4836 -0.1242
N 0.9202 0.7600 0.0647
H -2.2390 1.1736 0.0488
H -1.0741 -1.1933 0.9502
H -1.3627 -1.1512 -0.7952
H 2.5714 -0.5636 -0.2504
H 1.4148 1.6293 0.1315
*
```

Results of the Löwdin charge analysis, in e, for atoms 1 through 5: atom 1 (N): 0.115, atom 2 (C): -0.434, atom 3 (C): -0.154, atom 4 (N): 0.039, atom 5 (C): -0.212



[5]
Entry from OMol25: an isolated molecule of C23H25N3O2 (ωB97M-V/def2-TZVPD).

Values from the calculation:
E_LUMO   0.5 eV
Max |F|   0.93 eV/A
SMILES string   Cc1cccc(N2CCN(C(=O)Cn3ccc4ccccc4c3=O)CC2)c1C
DFT total energy   -32823.524 eV
Highest occupied orbital energy   -0.28698 Eh
Frontier orbital gap   8.3 eV

ORCA input file:
```
! wB97M-V def2-TZVPD RIJCOSX def2/J DEFGRID3
* xyz 0 1
C -0.2260 -4.6630 -3.0485
C -1.2212 -3.7945 -2.3379
C -2.5708 -3.9098 -2.6444
C -3.5064 -3.1470 -1.9745
C -3.0986 -2.2222 -1.0330
C -1.7475 -2.0597 -0.7346
C -0.8038 -2.8919 -1.3596
C 0.6400 -2.8616 -0.9491
H 1.0205 -3.8773 -0.8599
H 1.2570 -2.3440 -1.6847
H 0.7512 -2.3675 0.0115
N -1.2969 -1.1276 0.2180
C -0.4612 -0.0405 -0.2472
H 0.1101 -0.3546 -1.1179
C -1.3007 1.1929 -0.6232
N -2.0709 1.6098 0.5255
C -1.8767 2.6868 1.3062
O -2.5266 2.8897 2.3180
C -0.7744 3.6706 0.8978
N 0.5328 3.1274 1.2203
C 0.8006 2.8365 2.5268
C 1.9819 2.3246 2.9253
C 3.0062 2.0856 1.9604
C 4.2641 1.5691 2.2996
C 5.2179 1.3620 1.3317
C 4.9476 1.6605 -0.0041
C 3.7197 2.1668 -0.3596
C 2.7386 2.3866 0.6121
C 1.4482 2.9251 0.2013
O 1.1467 3.1791 -0.9579
H 3.4822 2.4088 -1.3844
H 5.7051 1.4940 -0.7549
H 6.1853 0.9662 1.6047
H 4.4726 1.3394 3.3345
H 2.1615 2.1034 3.9642
H -0.0062 3.0382 3.2160
H -0.7900 3.9044 -0.1683
H -0.9390 4.5876 1.4719
C -2.9806 0.5697 0.9639
H -3.5014 0.9234 1.8548
C -2.1754 -0.7024 1.2840
H -2.8469 -1.5205 1.5458
H -1.5423 -0.4854 2.1546
H -3.7076 0.3884 0.1668
H -0.6517 1.9826 -0.9943
H -2.0013 0.9157 -1.4199
H 0.2367 0.2337 0.5547
H -3.8449 -1.6253 -0.5330
H -4.5577 -3.2574 -2.1967
H -2.8891 -4.6134 -3.3996
H 0.5900 -4.0673 -3.4541
H 0.2031 -5.3961 -2.3649
H -0.7039 -5.1997 -3.8641
*
```

Results of the Löwdin charge analysis, in e, for atoms 1 through 5: atom 1 (C): -0.050, atom 2 (C): -0.238, atom 3 (C): -0.060, atom 4 (C): -0.084, atom 5 (C): -0.028



[6]
Entry from OMol25: a cluster of 2 separate species, C5H7NO in total (ωB97M-V/def2-TZVPD).

Values from the calculation:
E_LUMO   0.3 eV
Max |F|   1.05 eV/A
DFT total energy   -8830.859 eV
Highest occupied orbital energy   -0.32247 Eh
Frontier orbital gap   9.1 eV

ORCA input file:
```
! wB97M-V def2-TZVPD RIJCOSX def2/J DEFGRID3
* xyz 0 1
C 0.9348 1.1748 1.2954
C 0.2520 1.0443 -0.3736
C 0.1092 -0.0763 0.4212
C -1.9215 -1.4428 -1.1619
O -1.5382 -0.8626 -2.1483
C 0.9397 -1.2148 0.1730
N 1.4830 -2.2359 0.0462
H 0.2432 1.4821 2.0750
H 1.4716 2.0572 0.9098
H 1.7331 0.5237 1.6526
H -0.4779 1.8498 -0.2976
H 0.9682 1.1505 -1.1969
H -1.4895 -2.4097 -0.8417
H -2.7219 -1.0358 -0.5141
*
```

Results of the Löwdin charge analysis, in e, for atoms 1 through 5: atom 1 (C): -0.049, atom 2 (C): -0.057, atom 3 (C): -0.245, atom 4 (C): -0.168, atom 5 (O): -0.023



What did the first record say?
Entry from OMol25: a cluster of 2 separate species, C24H31NO5 in total (ωB97M-V/def2-TZVPD).

Values from the calculation:
E_LUMO   -0.5 eV
Max |F|   2.36 eV/A
SMILES string   COc1ccc(C=C2C(=O)OC(C)(C)OC2=O)cc1.C1=C(N2CCCC2)CCCC1
DFT total energy   -37116.352 eV
Highest occupied orbital energy   -0.25829 Eh
Frontier orbital gap   6.5 eV

ORCA input file:
```
! wB97M-V def2-TZVPD RIJCOSX def2/J DEFGRID3
* xyz 0 1
C -3.3391 0.1801 2.9001
C -2.8737 -1.0820 2.1699
C -1.3860 -1.3908 2.3890
C -0.4851 -0.1844 2.5902
N 0.8275 -0.4573 2.6882
C 1.4519 -1.7693 2.5234
C 2.9641 -1.4969 2.5167
C 3.1671 0.0000 2.7567
C 1.7651 0.6312 2.7890
C -0.9540 1.1420 2.8208
C -2.4056 1.3672 2.6131
H -4.3520 0.4574 2.5820
H -3.3791 0.0130 3.9883
H -3.4678 -1.9336 2.5174
H -3.0861 -0.9703 1.0968
H -1.3022 -2.0491 3.2762
H -1.0327 -1.9910 1.5351
H 1.1680 -2.4660 3.3340
H 1.1300 -2.2457 1.5816
H 3.4548 -2.0909 3.2879
H 3.3766 -1.7873 1.5486
H 3.6505 0.1934 3.7197
H 3.7464 0.4905 1.9673
H 1.6363 1.3072 1.9342
H 1.6067 1.2397 3.6940
H -0.5122 1.6409 3.7198
H -2.5305 1.6224 1.5513
H -2.7288 2.2354 3.1925
C -5.3258 7.2237 3.1845
O -4.2581 6.7766 4.0569
C -3.2405 6.0527 3.4969
C -2.4524 5.2779 4.3701
C -1.6012 4.3327 3.8478
C -1.4202 4.1751 2.4454
C -0.4164 3.1789 2.0093
C 0.0697 3.1614 0.6933
C 1.5243 3.1281 0.5039
O 2.3340 3.3951 1.3764
O 1.9926 2.6072 -0.6769
C 1.1308 2.7699 -1.8262
C 0.9853 4.2367 -2.1890
C 1.7990 1.9366 -2.9232
O -0.1611 2.2045 -1.5320
C -0.7821 2.6690 -0.3904
O -1.9928 2.5554 -0.3012
C -2.1848 4.9967 1.5828
C -3.0248 5.9760 2.1024
H -6.0803 7.6556 3.8426
H -4.9743 7.9859 2.4723
H -5.7425 6.3685 2.6334
H -2.5516 5.4385 5.4418
H -1.0536 3.6691 4.5311
H 0.4143 3.1267 2.7150
H 0.6070 4.8228 -1.3440
H 1.9663 4.6183 -2.4861
H 0.2972 4.3275 -3.0373
H 1.8894 0.8988 -2.5783
H 1.2192 1.9647 -3.8494
H 2.8026 2.3407 -3.0978
H -2.1648 4.8472 0.5000
H -3.5471 6.6753 1.4523
*
```

Results of the Löwdin charge analysis, in e, for atoms 1 through 5: atom 1 (C): -0.186, atom 2 (C): -0.190, atom 3 (C): -0.111, atom 4 (C): -0.154, atom 5 (N): -0.058